Record 1
195
Properties=species:S:1:pos:R:3 method="wB97M-V/def2-TZVPD" total_energy_ev=-155808.395 charge=+1 de_lowest_kj_mol=0.0 multiplicity=2 orbital_gap_ev="9.786 / 2.661"
C 19.104 -12.688 -2.426
C 18.090 -13.746 -2.891
C 16.697 -13.289 -3.200
O 16.311 -13.922 -4.411
C 17.426 -14.457 -4.962
O 17.516 -14.976 -6.070
O 18.434 -14.352 -4.063
H 18.955 -11.674 -2.797
H 20.039 -13.052 -2.854
H 19.211 -12.622 -1.343
H 17.949 -14.539 -2.157
H 16.694 -12.199 -3.232
H 16.013 -13.476 -2.372
C 23.738 -19.505 -2.060
C 23.281 -20.953 -2.123
C 24.244 -22.115 -2.277
O 24.264 -22.640 -0.934
C 23.401 -22.019 -0.106
O 23.281 -22.322 1.088
O 22.739 -21.110 -0.801
H 24.186 -19.215 -3.010
H 24.504 -19.377 -1.295
H 22.897 -18.840 -1.867
H 22.478 -21.039 -2.855
H 25.219 -21.731 -2.576
H 23.962 -22.908 -2.969
C 27.825 -14.151 0.525
C 26.331 -14.391 0.256
C 26.030 -15.794 -0.300
O 24.714 -15.958 0.120
C 24.438 -15.136 1.191
O 23.417 -15.097 1.872
O 25.535 -14.389 1.401
H 27.977 -13.280 1.163
H 28.457 -14.046 -0.356
H 28.203 -15.023 1.059
H 25.976 -13.611 -0.418
H 26.675 -16.605 0.039
H 26.272 -15.756 -1.362
C 29.682 -19.901 -1.755
C 28.826 -19.494 -2.965
C 27.335 -19.629 -2.735
O 26.833 -18.400 -3.195
C 27.801 -17.531 -3.353
O 27.624 -16.384 -3.696
O 29.054 -18.082 -3.105
H 30.705 -19.531 -1.822
H 29.552 -20.981 -1.681
H 29.198 -19.602 -0.825
H 29.212 -19.824 -3.930
H 27.026 -19.837 -1.711
H 26.947 -20.389 -3.414
C 24.131 -9.853 -3.625
C 23.405 -10.642 -4.759
C 22.725 -9.598 -5.648
O 23.147 -9.861 -6.960
C 24.060 -10.769 -6.947
O 24.674 -11.231 -7.964
O 24.342 -11.120 -5.706
H 24.515 -10.504 -2.839
H 23.551 -9.081 -3.120
H 25.021 -9.318 -3.954
H 22.650 -11.403 -4.561
H 22.899 -8.583 -5.290
H 21.639 -9.681 -5.657
C 22.692 -20.463 -8.234
C 24.091 -20.731 -7.642
C 24.532 -19.746 -6.580
O 24.760 -20.612 -5.484
C 24.631 -21.873 -5.824
O 24.762 -22.821 -5.062
O 24.045 -21.971 -6.957
H 21.905 -20.346 -7.489
H 22.490 -21.231 -8.980
H 22.758 -19.519 -8.776
H 24.881 -20.723 -8.393
H 23.693 -19.115 -6.289
H 25.387 -19.093 -6.754
C 23.411 -13.880 -9.845
C 23.967 -14.745 -8.666
C 22.910 -15.575 -7.995
O 23.565 -16.834 -7.909
C 24.705 -16.875 -8.568
O 25.405 -17.899 -8.726
O 24.855 -15.719 -9.157
H 23.044 -14.542 -10.630
H 24.154 -13.218 -10.290
H 22.628 -13.156 -9.621
H 24.485 -14.095 -7.961
H 21.981 -15.706 -8.551
H 22.603 -15.204 -7.018
C 20.137 -19.718 1.628
C 20.279 -18.199 1.733
C 21.657 -17.581 1.430
O 21.366 -16.593 0.534
C 20.032 -16.513 0.304
O 19.502 -15.611 -0.265
O 19.422 -17.545 0.888
H 19.216 -20.072 2.092
H 20.956 -20.297 2.053
H 20.083 -20.066 0.596
H 19.977 -18.015 2.764
H 22.352 -18.324 1.037
H 22.098 -17.204 2.353
C 21.416 -12.570 0.892
C 20.051 -12.309 1.684
C 19.817 -13.354 2.725
O 19.631 -12.540 3.889
C 19.720 -11.246 3.613
O 19.433 -10.278 4.329
O 20.118 -11.118 2.388
H 22.207 -12.074 1.454
H 21.164 -12.210 -0.106
H 21.595 -13.639 0.773
H 19.149 -12.241 1.077
H 20.623 -14.084 2.783
H 18.844 -13.814 2.549
C 26.948 -12.679 -3.784
C 27.605 -13.504 -4.938
C 26.642 -14.056 -5.996
O 27.157 -13.415 -7.149
C 28.305 -12.812 -6.922
O 29.012 -12.340 -7.789
O 28.450 -12.706 -5.598
H 27.711 -12.333 -3.087
H 26.356 -13.343 -3.154
H 26.289 -11.851 -4.042
H 28.217 -14.282 -4.481
H 25.601 -13.742 -5.927
H 26.696 -15.145 -5.999
C 23.993 -16.582 -3.979
C 23.187 -15.327 -3.760
C 22.168 -15.364 -2.623
O 22.346 -14.253 -1.872
C 23.441 -13.619 -2.261
O 23.957 -12.697 -1.616
O 24.002 -14.293 -3.300
H 24.634 -16.961 -3.183
H 24.623 -16.587 -4.868
H 23.233 -17.357 -4.079
H 22.739 -14.996 -4.697
H 22.312 -16.240 -1.990
H 21.170 -15.436 -3.056
C 23.078 -9.441 0.406
C 24.570 -9.147 0.566
C 25.383 -10.421 1.010
O 26.442 -10.536 0.083
C 26.310 -9.561 -0.811
O 27.216 -9.287 -1.595
O 25.139 -8.907 -0.690
H 22.818 -10.361 -0.118
H 22.512 -8.651 -0.089
H 22.649 -9.592 1.396
H 24.737 -8.246 1.156
H 24.683 -11.256 1.002
H 25.775 -10.306 2.021
C 17.091 -18.339 -7.179
C 18.544 -18.515 -7.563
C 19.180 -17.349 -8.313
O 20.454 -17.391 -7.763
C 20.460 -17.909 -6.578
O 21.369 -17.828 -5.708
O 19.308 -18.506 -6.368
H 16.950 -17.522 -6.472
H 16.585 -19.210 -6.762
H 16.434 -18.085 -8.010
H 18.745 -19.472 -8.046
H 18.668 -16.405 -8.125
H 19.204 -17.529 -9.388
C 18.578 -17.534 -3.384
C 18.516 -19.074 -3.436
C 19.684 -19.658 -2.642
O 19.171 -20.715 -1.870
C 17.781 -20.637 -1.884
O 16.995 -21.317 -1.229
O 17.483 -19.586 -2.626
H 18.694 -17.248 -2.339
H 17.695 -16.979 -3.700
H 19.478 -17.186 -3.891
H 18.534 -19.491 -4.443
H 20.214 -19.041 -1.916
H 20.494 -19.930 -3.319
C 18.610 -9.590 -6.133
C 18.844 -10.960 -6.743
C 19.768 -10.805 -8.025
O 20.624 -11.981 -7.870
C 20.659 -12.322 -6.584
O 21.426 -13.082 -6.029
O 19.730 -11.717 -5.903
H 18.343 -9.643 -5.077
H 17.724 -9.133 -6.574
H 19.462 -8.915 -6.209
H 17.914 -11.507 -6.893
H 20.345 -9.881 -8.053
H 19.211 -10.899 -8.957

---

Record 2
221
Properties=species:S:1:pos:R:3 method="wB97M-V/def2-TZVPD" total_energy_ev=-99409.850 charge=+1 multiplicity=2 orbital_gap_ev="6.317 / 2.137"
C -1.650 -1.827 -1.891
C -0.910 -1.907 -0.535
C -1.821 -1.412 0.695
O -1.208 -1.206 1.979
C -0.109 -0.227 1.935
N -0.615 -3.244 -0.465
H -2.670 -2.209 -1.860
H -1.121 -2.157 -2.784
H -1.779 -0.757 -2.055
H 0.033 -1.367 -0.628
H -2.661 -2.101 0.781
H -2.322 -0.466 0.490
H 0.707 -0.526 1.278
H 0.392 -0.217 2.903
H -0.431 0.769 1.633
H -0.381 -3.401 0.505
H 0.272 -3.292 -0.947
C 1.766 -2.995 3.482
C 0.523 -3.826 3.670
C -0.324 -3.361 4.816
O -1.438 -4.205 5.012
C -2.263 -3.713 6.082
N -0.239 -3.844 2.443
H 2.301 -3.146 2.545
H 2.431 -3.243 4.309
H 1.587 -1.929 3.622
H 0.733 -4.893 3.749
H -0.687 -2.337 4.722
H 0.228 -3.368 5.756
H -2.848 -2.830 5.825
H -1.680 -3.444 6.963
H -3.031 -4.435 6.357
H -1.011 -4.445 2.694
H -0.586 -2.896 2.431
C 0.640 5.737 3.793
C -0.839 5.470 3.545
C -1.097 4.082 2.910
O -2.499 3.952 2.541
C -2.955 2.593 2.340
N -1.580 5.569 4.818
H 1.244 4.861 4.029
H 0.816 6.516 4.535
H 0.982 6.156 2.846
H -1.269 6.184 2.842
H -0.729 3.331 3.610
H -0.406 3.891 2.089
H -2.298 2.144 1.595
H -3.977 2.661 1.968
H -2.945 2.011 3.261
H -1.330 4.766 5.377
H -2.507 5.315 4.510
C -2.928 -0.199 -6.267
C -3.366 -1.684 -6.412
C -3.509 -2.334 -5.065
O -3.809 -3.724 -5.077
C -4.091 -4.272 -3.789
N -4.645 -1.650 -7.010
H -1.980 -0.196 -5.728
H -3.603 0.497 -5.770
H -2.685 0.244 -7.233
H -2.811 -2.246 -7.164
H -4.383 -1.866 -4.614
H -2.559 -2.127 -4.572
H -3.881 -5.328 -3.620
H -5.059 -4.086 -3.323
H -3.422 -3.841 -3.044
H -5.204 -1.257 -6.267
H -4.970 -2.597 -7.146
O -1.023 -5.492 -1.803
H -1.036 -4.817 -1.124
H -1.239 -6.302 -1.341
C 4.713 2.014 0.762
C 4.825 1.170 -0.490
C 6.359 0.805 -0.809
C 6.987 -0.118 0.262
C 6.151 -1.377 0.398
C 4.624 -1.216 0.498
N 4.153 -0.098 -0.400
O 2.804 -0.038 -0.485
C 3.989 -2.597 0.008
C 4.303 -0.949 1.928
C 4.420 1.989 -1.669
H 4.993 3.027 0.474
H 5.365 1.573 1.517
H 3.722 2.022 1.215
H 6.339 0.283 -1.766
H 6.943 1.720 -0.907
H 7.149 0.395 1.210
H 7.957 -0.493 -0.064
H 6.673 -1.808 1.253
H 6.322 -2.190 -0.308
H 4.733 -3.345 0.282
H 3.005 -2.803 0.429
H 4.094 -2.767 -1.064
H 4.951 -0.211 2.399
H 3.282 -0.662 2.183
H 4.530 -1.852 2.496
H 4.250 1.517 -2.637
H 5.110 2.820 -1.810
H 3.412 2.336 -1.442
H 2.691 -0.359 -1.382
C -0.416 4.196 -2.395
C -0.142 2.897 -3.124
C -1.545 2.438 -3.696
C -1.796 3.219 -5.035
C -0.652 3.111 -6.090
C 0.785 3.444 -5.602
N 0.891 2.898 -4.210
O 2.192 2.921 -3.716
C 1.733 2.662 -6.615
C 1.003 5.013 -5.606
C 0.227 1.839 -2.117
H 0.512 4.769 -2.389
H -0.732 4.127 -1.355
H -1.030 4.929 -2.919
H -1.528 1.358 -3.841
H -2.375 2.591 -3.005
H -2.088 4.235 -4.768
H -2.741 2.809 -5.392
H -0.876 3.721 -6.965
H -0.608 2.096 -6.485
H 2.779 2.601 -6.313
H 1.503 1.601 -6.708
H 1.641 3.162 -7.579
H 1.973 5.287 -5.193
H 0.894 5.348 -6.638
H 0.283 5.584 -5.020
H -0.442 1.859 -1.256
H 1.187 2.024 -1.635
H 0.247 0.875 -2.625
H 2.362 3.820 -3.426
C -6.192 0.292 0.635
C -7.327 -0.317 1.407
C -8.563 0.663 1.429
C -9.917 -0.119 1.891
C -10.156 -1.439 1.057
C -8.970 -2.378 0.966
N -7.733 -1.623 0.774
O -6.678 -2.561 0.673
C -8.962 -3.313 2.189
C -9.184 -3.340 -0.281
C -6.819 -0.516 2.890
H -5.246 -0.240 0.735
H -6.081 1.302 1.028
H -6.383 0.311 -0.438
H -8.446 1.516 2.097
H -8.733 1.120 0.453
H -10.787 0.537 1.904
H -9.871 -0.301 2.965
H -10.657 -1.291 0.101
H -10.842 -2.055 1.638
H -9.749 -4.060 2.090
H -8.048 -3.877 2.375
H -9.142 -2.808 3.139
H -9.515 -2.715 -1.111
H -8.281 -3.880 -0.568
H -9.868 -4.126 0.036
H -5.891 -1.086 2.901
H -7.552 -1.011 3.527
H -6.654 0.466 3.335
H -6.660 -2.848 -0.243
C 5.044 -1.767 -3.781
C 4.303 -1.203 -5.079
C 4.439 -2.205 -6.242
C 3.512 -3.428 -6.171
C 2.101 -2.894 -6.149
C 1.798 -1.989 -5.010
N 2.852 -0.928 -4.837
O 2.654 0.031 -3.854
C 0.503 -1.293 -5.348
C 1.574 -2.770 -3.681
C 4.946 0.042 -5.623
H 4.653 -2.738 -3.476
H 4.832 -1.223 -2.861
H 6.126 -1.846 -3.885
H 4.256 -1.793 -7.234
H 5.420 -2.659 -6.378
H 3.642 -4.092 -5.316
H 3.599 -3.954 -7.121
H 1.449 -3.768 -6.161
H 1.903 -2.434 -7.117
H 0.012 -0.798 -4.510
H 0.636 -0.588 -6.168
H -0.264 -1.974 -5.718
H 1.462 -2.153 -2.790
H 0.699 -3.411 -3.785
H 2.440 -3.414 -3.527
H 4.233 0.383 -6.374
H 5.946 -0.060 -6.045
H 5.010 0.843 -4.887
H 2.456 0.853 -4.308
C 4.365 1.211 4.951
C 3.288 1.122 6.070
C 3.863 0.149 7.162
C 4.929 0.747 8.085
C 4.427 2.075 8.658
C 3.836 3.035 7.614
N 2.934 2.421 6.695
O 2.217 3.319 5.835
C 3.107 4.123 8.461
C 5.061 3.687 6.945
C 1.963 0.488 5.511
H 4.054 1.968 4.231
H 4.508 0.264 4.430
H 5.354 1.445 5.344
H 3.060 -0.307 7.742
H 4.225 -0.776 6.713
H 5.818 0.844 7.462
H 5.184 0.086 8.914
H 5.279 2.444 9.228
H 3.699 1.764 9.407
H 3.391 4.259 9.504
H 3.269 5.052 7.915
H 2.048 3.866 8.436
H 4.854 4.089 5.953
H 5.369 4.525 7.570
H 5.913 3.029 6.772
H 1.302 0.303 6.358
H 2.235 -0.395 4.931
H 1.503 1.147 4.774
H 1.288 3.220 6.058